Entry 1:
H23O11 | ωB97M-V/def2-TZVPD

The geometry in XYZ format:
```
34
Properties=species:S:1:pos:R:3:nbo_charge:R:1
O 1.107 3.094 2.822 -0.987
O 0.533 1.007 -4.606 -0.948
O -0.714 1.218 4.512 -0.958
O 2.037 1.190 1.218 -0.957
O -0.403 -3.394 0.529 -0.912
O -1.722 -1.096 -0.801 -0.985
O -0.389 3.761 -0.799 -0.949
O -0.669 -3.371 -1.906 -0.849
O -3.454 0.597 -1.896 -0.979
O 1.482 -2.277 1.926 -0.940
O 3.287 -1.204 0.132 -0.952
H -4.118 0.536 -1.194 0.489
H -1.418 1.776 4.122 0.467
H -0.222 -4.250 0.901 0.517
H 0.128 1.658 4.378 0.489
H 1.950 0.441 1.866 0.482
H 1.137 1.707 -4.847 0.480
H 0.089 -2.796 1.121 0.539
H -1.496 -3.196 -2.354 0.516
H -0.487 4.532 -0.245 0.476
H -2.546 -1.322 -0.403 0.489
H -3.881 0.994 -2.688 0.498
H -0.361 1.367 -4.708 0.468
H 0.499 3.681 3.178 0.469
H -1.140 3.701 -1.406 0.473
H 2.902 1.514 1.201 0.481
H -0.788 -3.684 -0.643 0.562
H 4.132 -1.068 -0.335 0.488
H 1.043 2.891 1.844 0.514
H -1.846 -0.474 -1.486 0.514
H 2.256 -2.441 1.346 0.528
H -0.603 -2.372 -1.735 0.536
H 2.749 -1.143 -0.674 0.472
H 0.924 -1.576 1.629 0.469
```

Computed properties:
- Charge: +1
- Frontier orbital gap: 9.80 eV
- Max |F|: 3.42 eV/Å
- E: -22887.68865 eV
- Energy relative to the best compared isomer or geometry (same formula, charge and spin): 4.7653 eV
- Lowest unoccupied orbital energy: -3.2 eV

Entry 2:
C5H10ClF3O5PS | ωB97M-V/def2-TZVPD

The geometry in XYZ format:
```
26
Properties=species:S:1:pos:R:3:nbo_charge:R:1
Cl -0.716 3.569 -0.489 -0.109
S -0.640 -1.910 3.221 2.358
P 1.091 -0.782 -1.210 0.469
F -2.789 -3.392 3.686 -0.337
F -2.006 -3.568 1.665 -0.336
F -3.106 -1.787 2.252 -0.336
O -1.321 0.729 -1.852 -0.463
O -1.036 -0.131 -2.941 -0.287
O 0.167 -3.038 3.630 -0.994
O -1.071 -1.037 4.290 -0.996
O -0.197 -1.238 2.014 -1.023
C 1.494 2.060 -1.078 -0.422
C 0.359 -0.407 -2.885 -0.363
C 0.570 2.448 0.069 -0.349
C -2.212 -2.704 2.679 0.671
C 2.129 0.684 -0.780 -0.693
H 0.879 0.439 -3.335 0.171
H 0.060 -0.674 -0.269 0.049
H -1.862 1.432 -2.246 0.469
H 2.236 0.619 0.293 0.242
H 2.258 2.810 -1.238 0.195
H 3.094 0.615 -1.256 0.220
H 1.135 2.913 0.858 0.208
H 0.518 -1.243 -3.540 0.208
H 0.891 2.026 -1.969 0.209
H 0.075 1.565 0.429 0.239
```

Computed properties:
- Charge: -1
- Frontier orbital gap: 8.47 eV
- Max |F|: 1.66 eV/Å
- E: -56382.71013 eV
- Lowest unoccupied orbital energy: 2.7 eV

Entry 3:
C18H36MgO10S4 | ωB97M-V/def2-TZVPD

The geometry in XYZ format:
```
69
Properties=species:S:1:pos:R:3:nbo_charge:R:1
S -27.391 36.934 -0.885 2.217
S -30.988 35.585 2.337 2.208
S -26.968 32.246 0.188 2.195
S -28.105 32.805 4.482 2.188
Mg -27.684 35.066 1.900 1.777
O -27.761 36.738 2.916 -1.067
O -28.213 38.090 -1.115 -0.937
O -31.336 35.115 3.655 -0.950
O -25.674 35.035 1.992 -1.077
O -27.664 33.399 0.699 -1.016
O -29.764 35.176 1.706 -1.002
O -28.279 33.787 3.437 -1.004
O -27.724 35.980 0.128 -1.004
O -27.440 31.548 4.263 -0.944
O -27.669 31.243 -0.566 -0.933
C -25.987 31.513 1.502 -0.669
C -25.941 36.821 -3.050 -0.406
C -32.313 35.291 1.156 -0.657
C -27.136 36.093 -2.445 -0.670
C -25.377 35.995 2.973 -0.083
C -31.067 37.372 2.294 -0.688
C -25.682 37.413 -0.627 -0.707
C -29.717 32.514 5.241 -0.654
C -29.722 33.459 6.436 -0.413
C -24.933 37.107 -1.920 -0.408
C -24.329 32.047 -0.223 -0.405
C -28.314 33.367 7.028 -0.412
C -32.085 37.732 1.224 -0.411
C -25.547 32.809 -0.773 -0.676
C -26.439 37.102 3.158 -0.075
C -33.102 36.593 1.153 -0.408
C -24.832 30.947 0.716 -0.424
C -27.369 33.655 5.886 -0.673
H -32.824 34.373 1.434 0.251
H -23.671 32.741 0.296 0.232
H -27.317 34.720 5.654 0.270
H -28.186 34.064 7.857 0.230
H -23.775 31.575 -1.033 0.217
H -30.459 33.187 7.191 0.225
H -25.603 38.447 -0.302 0.260
H -29.681 31.466 5.540 0.235
H -30.050 37.728 2.115 0.305
H -24.358 36.408 2.885 0.131
H -32.556 38.691 1.438 0.228
H -25.728 32.325 2.186 0.278
H -29.983 34.448 6.055 0.238
H -31.785 35.152 0.211 0.242
H -25.515 36.206 -3.840 0.224
H -25.337 35.446 3.949 0.095
H -24.040 30.475 1.301 0.232
H -26.189 37.956 2.484 0.096
H -25.777 32.530 -1.801 0.239
H -28.158 32.379 7.471 0.211
H -31.353 37.712 3.288 0.248
H -28.052 36.171 -3.026 0.254
H -24.275 36.250 -1.758 0.212
H -26.342 33.295 5.930 0.256
H -25.191 30.060 0.179 0.217
H -25.405 36.768 0.215 0.300
H -26.352 37.525 4.177 0.126
H -25.461 33.884 -0.633 0.262
H -33.700 36.566 2.074 0.208
H -26.290 37.771 -3.456 0.217
H -31.612 37.864 0.247 0.220
H -24.252 37.894 -2.242 0.226
H -30.484 32.684 4.489 0.268
H -26.908 35.040 -2.282 0.236
H -26.676 30.855 2.027 0.267
H -33.818 36.635 0.335 0.229
```

Computed properties:
- Charge: 0
- Frontier orbital gap: 6.99 eV
- Max |F|: 1.74 eV/Å
- E: -88511.93951 eV
- Energy relative to the best compared isomer or geometry (same formula, charge and spin): 0.3204 eV
- Lowest unoccupied orbital energy: 0.5 eV